Below is a structure of composition C33H35BaN5O8SSe2, with properties calculated with wB97M-V/def2-TZVPD.

Geometry as XYZ:
```
85
Properties=species:S:1:pos:R:3:forces:R:3
Ba -0.1895 -0.2810 -0.5832 -0.51 -0.97 -0.58
O -1.4535 3.5061 3.9327 0.08 -0.12 0.12
C -0.8164 2.9952 2.8824 -0.06 0.06 0.10
C 0.2999 2.1605 2.9943 0.17 -0.04 -0.01
C 0.8480 1.6357 1.8401 -0.04 0.16 0.24
N 0.3855 1.9296 0.6162 -0.12 0.10 0.12
C -0.6807 2.7367 0.5024 -0.06 0.34 0.15
C -1.2967 3.2945 1.6011 0.01 0.07 0.04
C -1.2679 2.9192 -0.9088 0.13 0.00 0.30
O -1.8577 3.9614 -1.1699 -0.13 0.19 -0.01
O -1.0918 1.9137 -1.6687 0.06 -0.28 -0.07
C 1.9508 0.5692 1.8777 -0.19 0.21 0.11
O 2.9251 0.7397 2.6003 0.16 0.04 0.15
O 1.7140 -0.4103 1.1000 0.02 -0.23 -0.08
H -1.1372 3.0923 4.8013 0.01 0.09 -0.22
H 0.7072 1.9015 3.9615 -0.01 0.01 0.02
H -2.1585 3.9337 1.4832 -0.04 0.02 -0.06
N -1.4194 -2.0307 1.5619 0.15 -0.12 -0.27
C -1.4323 -1.3753 2.8076 -0.10 0.18 0.02
C -0.3262 -1.4336 3.6497 0.02 0.01 0.07
C -0.3059 -0.6994 4.8244 0.12 -0.08 -0.05
C -1.3741 0.1106 5.1720 -0.05 0.04 0.03
C -2.4759 0.1704 4.3348 -0.13 0.00 -0.01
C -2.5118 -0.5695 3.1635 0.03 0.00 -0.05
S -1.2828 1.1510 6.6194 -0.04 -0.09 0.14
O -2.6592 1.4035 7.0079 0.06 0.00 -0.04
O -0.4799 0.4246 7.5853 -0.04 0.04 -0.07
O -0.5946 2.3650 6.1263 -0.03 0.05 -0.04
H -0.7995 -2.8288 1.5244 0.00 0.02 0.05
H -2.3170 -2.2915 1.1694 0.00 0.07 0.07
H 0.5386 -2.0223 3.3698 0.01 -0.02 -0.05
H 0.5588 -0.7440 5.4708 0.04 0.03 0.07
H -3.3140 0.7998 4.6019 0.01 0.04 0.05
H -3.3766 -0.5077 2.5112 0.01 -0.02 -0.02
C 5.2312 1.9433 -3.4664 0.01 0.01 -0.02
C 5.5427 1.3520 -2.0959 0.04 -0.02 0.04
C 4.7901 2.0065 -0.9363 0.02 0.02 0.05
C 3.3541 1.5427 -0.7367 0.05 -0.07 0.00
N 2.4592 1.9493 -1.8134 -0.08 0.05 0.05
C 1.9015 1.1659 -2.7595 0.28 -0.42 0.07
Se 2.2026 -0.6617 -2.9550 -0.01 0.08 -0.06
N 1.0976 1.9308 -3.5221 -0.09 0.00 -0.10
C 0.1655 1.4518 -4.5316 -0.03 -0.06 0.09
C 0.5795 1.8899 -5.9281 -0.07 0.04 -0.08
C 1.8635 1.2272 -6.4202 0.04 0.05 0.00
C 1.6751 -0.2412 -6.7746 -0.03 -0.04 0.01
C 1.0982 3.2241 -3.0295 0.06 0.19 0.06
C 0.3738 4.3492 -3.3916 0.08 -0.01 0.04
C 0.5724 5.4887 -2.6349 0.05 -0.01 -0.01
C 1.4489 5.5016 -1.5460 -0.01 0.01 -0.03
C 2.1577 4.3734 -1.1739 -0.01 -0.03 -0.05
C 1.9666 3.2352 -1.9434 -0.06 0.18 -0.11
H 5.9018 1.5414 -4.2266 0.03 -0.03 -0.03
H 5.3491 3.0290 -3.4567 0.01 0.05 0.00
H 4.2159 1.7209 -3.7867 -0.06 -0.01 -0.01
H 6.6156 1.4570 -1.9079 0.00 0.01 0.00
H 5.3326 0.2797 -2.1002 -0.02 -0.02 -0.01
H 4.8183 3.0955 -1.0542 -0.01 0.01 0.00
H 5.3031 1.7895 0.0036 0.00 -0.04 0.00
H 2.9401 1.9548 0.1854 0.12 0.03 -0.13
H 3.2917 0.4570 -0.6557 0.05 0.08 0.02
H -0.8181 1.8242 -4.2424 -0.01 0.04 -0.03
H 0.1412 0.3644 -4.4453 0.00 0.06 -0.03
H 0.6861 2.9780 -5.9454 0.03 0.01 0.03
H -0.2429 1.6515 -6.6092 -0.01 -0.02 -0.03
H 2.6342 1.3205 -5.6489 0.01 -0.01 0.01
H 2.2376 1.7741 -7.2907 -0.03 -0.01 -0.02
H 1.4081 -0.8286 -5.8962 0.00 0.00 0.01
H 2.5900 -0.6703 -7.1825 0.06 -0.01 -0.01
H 0.8858 -0.3639 -7.5185 -0.04 0.00 -0.06
H -0.3547 4.3229 -4.1868 -0.04 -0.01 -0.04
H 0.0002 6.3766 -2.8605 -0.04 0.04 0.00
H 1.5463 6.4043 -0.9598 0.01 0.03 0.03
H 2.7992 4.3657 -0.3050 0.02 0.01 0.04
Se -2.7983 -2.3523 -1.7253 0.02 0.10 0.14
C -2.2054 -3.5390 -3.0630 0.16 0.04 -0.06
C -2.9711 -4.6277 -3.4909 -0.06 -0.07 0.00
C -2.4991 -5.4613 -4.4885 -0.12 -0.01 0.07
N -1.3306 -5.3167 -5.1102 0.08 -0.06 -0.10
C -0.5983 -4.2769 -4.7058 0.04 0.05 0.02
C -0.9758 -3.3868 -3.7186 0.02 0.06 0.00
H -3.9372 -4.8254 -3.0452 -0.01 0.04 0.04
H -3.1105 -6.3023 -4.8042 0.01 -0.04 -0.04
H 0.3580 -4.1385 -5.2014 0.02 -0.03 -0.04
H -0.3104 -2.5669 -3.4689 -0.05 -0.02 0.01
```
Positions in Å, forces in eV/Å.

Results
LUMO energy: 3.79 eV
frontier orbital gap: 6.8 eV
E_tot: -200851.5236 eV
HOMO energy: -2.96 eV
multiplicity: 1
energy above the lowest of the compared OMol25 structures with the same formula, charge and spin: 13.2 kJ/mol
net charge: -2